# 1
{
  "formula": "C5H5Br3N2OS",
  "method": "ωB97M-V/def2-TZVPD",
  "homo_lumo_gap_ev": 7.1,
  "e_tot_ev": -231252.009,
  "lumo_ha": -0.056,
  "homo_energy_ev": -8.59,
  "elements": ["C", "C", "C", "C", "C", "N", "N", "O", "S", "Br", "Br", "Br", "H", "H", "H", "H", "H"],
  "xyz": [[-2.173, -1.760, 0.050], [-0.811, -1.912, -0.026], [-1.452, -0.216, -1.168], [0.975, 2.313, 0.856], [1.389, -0.005, -0.585], [-2.566, -0.697, -0.690], [-0.384, -1.016, -0.952], [2.372, -0.044, 1.700], [1.076, 0.304, 1.142], [-3.331, -2.872, 1.009], [0.330, -3.160, 0.861], [-1.514, 1.161, -2.416], [0.639, 2.646, 1.854], [0.385, 2.651, 0.025], [1.918, 2.694, 0.636], [1.286, 0.823, -1.341], [1.860, -0.912, -0.954]]
}

# 2
{
  "formula": "C5H5Br3S",
  "method": "ωB97M-V/def2-TZVPD",
  "homo_lumo_gap_ev": 9.2,
  "e_tot_ev": -226226.110,
  "lumo_ha": 0.013,
  "homo_energy_ev": -8.84,
  "elements": ["C", "C", "C", "C", "C", "S", "Br", "Br", "Br", "H", "H", "H", "H", "H"],
  "xyz": [[-1.386, -1.399, -0.935], [-1.495, -0.171, -0.547], [1.040, -0.892, 0.084], [0.438, 0.440, -0.186], [0.558, 1.449, 0.897], [0.334, -2.156, -0.983], [-3.005, 0.852, -0.305], [0.847, -1.324, 1.990], [0.924, 1.217, -1.923], [-2.143, -2.101, -1.280], [2.017, -1.005, -0.171], [-0.243, 2.257, 0.897], [1.583, 1.858, 0.631], [0.530, 0.974, 1.833]]
}

# 3
{
  "formula": "C5H5BrF2N3O4S2",
  "method": "ωB97M-V/def2-TZVPD",
  "homo_lumo_gap_ev": 8.2,
  "e_tot_ev": -115075.305,
  "lumo_ha": 0.073,
  "charge": -1,
  "homo_energy_ev": -6.18,
  "elements": ["C", "C", "C", "N", "C", "Br", "C", "N", "H", "H", "H", "H", "H", "N", "S", "O", "O", "F", "S", "O", "O", "F"],
  "xyz": [[3.544, 0.844, 2.027], [2.251, 1.674, 2.214], [2.142, 2.652, 1.158], [2.062, 3.396, 0.283], [1.014, 0.780, 2.238], [-0.561, 1.872, 2.582], [0.843, 0.069, 1.014], [0.642, -0.530, 0.045], [4.230, 1.047, 2.827], [4.009, 1.092, 1.095], [3.295, -0.202, 1.994], [2.281, 2.166, 3.170], [1.112, 0.055, 3.025], [-2.549, -1.106, -2.079], [-2.404, -1.151, -3.658], [-3.584, -0.811, -4.388], [-1.582, -2.197, -4.177], [-1.490, 0.147, -3.812], [-3.473, -2.228, -1.476], [-3.802, -1.961, -0.111], [-3.129, -3.575, -1.805], [-4.864, -2.003, -2.229]]
}

# 4
{
  "formula": "C5H5BrF2O",
  "method": "ωB97M-V/def2-TZVPD",
  "homo_lumo_gap_ev": 10.4,
  "e_tot_ev": -82789.562,
  "lumo_ha": 0.019,
  "smiles": "O=C1CC[C@@H]1C(F)(F)Br",
  "homo_energy_ev": -9.91,
  "elements": ["O", "C", "C", "C", "C", "C", "F", "F", "Br", "H", "H", "H", "H", "H"],
  "xyz": [[0.403, -2.210, -0.412], [0.575, -1.049, -0.270], [1.713, -0.185, 0.105], [0.672, 0.982, 0.271], [-0.358, 0.144, -0.485], [-1.805, -0.095, 0.100], [-1.720, -0.249, 1.497], [-2.317, -1.190, -0.409], [-3.071, 1.283, -0.155], [2.399, -0.386, 0.964], [2.342, -0.097, -0.881], [0.590, 0.834, 1.354], [0.866, 2.024, -0.054], [-0.289, 0.194, -1.625]]
}

# 5
{
  "formula": "C5H5BrO2",
  "method": "ωB97M-V/def2-TZVPD",
  "de_lowest_kj_mol": 153.9,
  "homo_lumo_gap_ev": [6.1, 7.4],
  "e_tot_ev": -79397.035,
  "lumo_ha": [0.029, -0.102],
  "spin_multiplicity": 3,
  "homo_energy_ev": [-5.34, -10.20],
  "elements": ["C", "C", "C", "C", "C", "O", "O", "Br", "H", "H", "H", "H", "H"],
  "xyz": [[-0.887, 0.562, -1.670], [-0.660, 0.939, -0.280], [-0.125, -0.483, -1.876], [0.269, 0.047, 0.124], [0.947, -0.053, 1.405], [0.631, -0.812, -0.874], [-0.285, -0.764, 2.470], [1.654, 1.547, 2.118], [-1.624, 0.832, -2.413], [-1.128, 1.720, 0.317], [-0.079, -1.174, -2.650], [1.711, -0.811, 1.319], [-0.425, -1.548, 2.010]]
}

# 6
{
  "formula": "C5H5BrS",
  "method": "ωB97M-V/def2-TZVPD",
  "de_lowest_kj_mol": 342.1,
  "homo_lumo_gap_ev": [7.6, 7.7],
  "e_tot_ev": -86139.481,
  "lumo_ha": [0.008, 0.009],
  "homo_energy_ev": [-7.42, -7.42],
  "elements": ["C", "C", "C", "C", "C", "S", "Br", "H", "H", "H", "H", "H"],
  "xyz": [[1.201, 1.963, 0.085], [-0.087, 2.349, -0.143], [1.552, 0.682, -0.050], [-0.219, -0.266, -0.062], [-0.315, -1.739, -0.108], [-1.265, 1.043, -0.122], [3.080, -0.312, 0.085], [2.021, 2.787, 0.274], [-0.658, 3.173, 0.076], [-0.797, -1.971, -1.003], [0.723, -2.089, -0.127], [-0.812, -2.265, 0.801]]
}

# 7
{
  "formula": "C5H5Cl2F",
  "method": "ωB97M-V/def2-TZVPD",
  "de_lowest_kj_mol": 355.4,
  "homo_lumo_gap_ev": 9.9,
  "e_tot_ev": -33024.451,
  "lumo_ha": 0.026,
  "smiles": "C/C(Cl)=C\\F.C#CCl",
  "homo_energy_ev": -9.24,
  "elements": ["C", "C", "Cl", "C", "F", "H", "H", "H", "H", "C", "C", "Cl", "H"],
  "xyz": [[-1.298, -0.291, 0.909], [-0.724, 0.440, -0.218], [-0.450, 2.112, 0.161], [-0.747, -0.038, -1.496], [-1.189, -1.302, -1.727], [-1.322, 0.308, 1.746], [-2.344, -0.771, 0.667], [-0.655, -1.088, 1.082], [-0.511, 0.483, -2.404], [2.064, -0.382, -0.249], [2.581, 0.201, 0.618], [3.279, 1.343, 1.629], [1.316, -1.016, -0.719]]
}

# 8
{
  "formula": "C5H5Cl2FeLuNO5",
  "method": "ωB97M-V/def2-TZVPD",
  "de_lowest_kj_mol": 250.8,
  "homo_lumo_gap_ev": [8.7, 4.1],
  "e_tot_ev": -109998.865,
  "lumo_ha": [-0.519, -0.685],
  "spin_multiplicity": 6,
  "charge": 4,
  "homo_energy_ev": [-22.79, -22.79],
  "elements": ["Lu", "Fe", "Cl", "Cl", "C", "C", "C", "O", "O", "O", "N", "C", "C", "O", "O", "H", "H", "H", "H", "H"],
  "xyz": [[0.233, -2.696, -4.002], [0.800, 0.403, -0.394], [0.123, -4.230, -2.191], [0.786, -0.948, -2.200], [2.498, 2.345, -0.525], [-0.157, -4.814, -5.265], [0.369, -3.415, -6.436], [3.360, 2.918, -0.035], [-0.295, -5.932, -5.579], [0.513, -3.700, -7.568], [-1.385, 2.510, 4.230], [-0.574, 1.428, 3.638], [-0.297, 1.899, 2.170], [-0.800, 3.021, 1.917], [0.390, 1.176, 1.386], [-1.231, 3.324, 3.597], [-1.178, 2.648, 5.216], [-2.358, 2.242, 4.125], [0.340, 1.323, 4.218], [-1.138, 0.493, 3.697]]
}

# 9
{
  "formula": "C5H5Cl4NO",
  "method": "ωB97M-V/def2-TZVPD",
  "de_lowest_kj_mol": 204.8,
  "homo_lumo_gap_ev": 8.5,
  "e_tot_ev": -58890.030,
  "lumo_ha": 0.008,
  "smiles": "C=C(Cl)CN(Cl)C(O)=C(Cl)Cl",
  "homo_energy_ev": -8.31,
  "elements": ["C", "C", "Cl", "C", "N", "Cl", "C", "O", "C", "Cl", "Cl", "H", "H", "H", "H", "H"],
  "xyz": [[2.266, -0.178, -1.230], [1.735, -0.690, -0.136], [2.131, -2.330, 0.322], [0.759, 0.091, 0.820], [-0.222, 0.809, 0.107], [0.056, 2.512, 0.158], [-1.519, 0.499, 0.091], [-2.330, 1.550, 0.249], [-1.964, -0.778, 0.160], [-3.723, -0.935, 0.014], [-1.188, -2.304, -0.140], [3.062, -0.714, -1.828], [2.284, 0.842, -1.628], [0.486, -0.635, 1.638], [1.443, 0.901, 1.238], [-3.277, 1.361, 0.165]]
}